Formula: H3OPS2
Source: the OMol25 dataset
Level of theory: the ωB97M-V functional and the def2-TZVPD basis

The calculation puts the total energy at -33055.494 eV. Its energy above the lowest of the compared OMol25 structures with the same formula, charge and spin is 28.3 kcal/mol. Its SMILES is O=PS.S. The value obtained for the strongest force on any atom is 1.831 eV/Å.

```
! RIJCOSX wB97M-V def2-TZVPD def2/J DEFGRID3
* xyz 0 1
S -1.2834 -0.3833 0.2034
S 2.3894 -0.2794 -0.5366
P -1.4180 1.6956 0.0787
O -2.8352 1.9795 0.0740
H 2.8705 0.5076 -1.4806
H 0.0374 -0.5346 -0.2604
H 2.0005 0.8628 0.0231
*
```

=====

Formula: H3PS2
Source: the OMol25 dataset
Level of theory: the ωB97M-V functional and the def2-TZVPD basis

The calculation puts the total energy at -31004.479 eV. Its energy above the lowest of the compared OMol25 structures with the same formula, charge and spin is 83.0 kcal/mol. The value obtained for the strongest force on any atom is 3.281 eV/Å.

```
! RIJCOSX wB97M-V def2-TZVPD def2/J DEFGRID3
* xyz 0 1
S 0.1373 2.0679 0.1412
S -1.8545 -0.4551 0.2818
P 0.0280 0.0447 -0.4318
H 1.4057 2.2677 0.0703
H -1.5294 -1.5274 -0.2687
H 1.8128 -2.3977 0.2071
*
```

=====

Formula: H3PS2
Source: the OMol25 dataset
Level of theory: the ωB97M-V functional and the def2-TZVPD basis

The calculation puts the total energy at -31006.608 eV. Its energy above the lowest of the compared OMol25 structures with the same formula, charge and spin is 33.9 kcal/mol. Its SMILES is P=S.S. The value obtained for the strongest force on any atom is 2.645 eV/Å.

```
! RIJCOSX wB97M-V def2-TZVPD def2/J DEFGRID3
* xyz 0 1
S 1.9550 -0.1147 -0.6506
S -1.2283 1.4537 -0.5067
P -2.6554 0.1167 -0.1515
H 0.8817 -0.1761 0.2290
H 2.8244 -0.5808 0.3972
H -1.7774 -0.6989 0.6826
*
```

=====

Formula: H3PS2
Source: the OMol25 dataset
Level of theory: the ωB97M-V functional and the def2-TZVPD basis

The calculation puts the total energy at -31006.911 eV. Its energy above the lowest of the compared OMol25 structures with the same formula, charge and spin is 26.9 kcal/mol. Its SMILES is P=S.S. The value obtained for the strongest force on any atom is 0.658 eV/Å.

```
! RIJCOSX wB97M-V def2-TZVPD def2/J DEFGRID3
* xyz 0 1
S -0.3324 -2.0522 0.8366
S -1.5528 1.3105 -0.7147
P -0.1915 2.5953 -1.2034
H 0.4868 -1.1061 0.3956
H 0.6760 -2.8636 1.1342
H 0.9140 2.1162 -0.4484
*
```

=====

Formula: H3S3
Source: the OMol25 dataset
Level of theory: the ωB97M-V functional and the def2-TZVPD basis

The calculation puts the total energy at -32554.927 eV. Its energy above the lowest of the compared OMol25 structures with the same formula, charge and spin is 21.0 kcal/mol. The value obtained for the strongest force on any atom is 1.883 eV/Å.

```
! RIJCOSX wB97M-V def2-TZVPD def2/J DEFGRID3
* xyz -1 1
S 1.8696 1.6562 0.0155
S 0.1042 -0.1822 -0.2840
S -1.6105 -1.5135 -0.0085
H 0.7319 2.2521 0.2930
H -1.7660 -1.5300 1.3857
H 0.6709 -0.6826 -1.4017
*
```

=====

Formula: H3S3
Source: the OMol25 dataset
Level of theory: the ωB97M-V functional and the def2-TZVPD basis

The calculation puts the total energy at -32555.746 eV. Its energy above the lowest of the compared OMol25 structures with the same formula, charge and spin is 2.1 kcal/mol. The value obtained for the strongest force on any atom is 0.587 eV/Å.

```
! RIJCOSX wB97M-V def2-TZVPD def2/J DEFGRID3
* xyz -1 1
S 2.1315 -0.5644 0.2355
S 0.9005 -0.5415 -1.4720
S -2.0815 0.4825 -0.0672
H -1.9679 -0.1992 1.0718
H 1.7497 0.6120 0.7462
H -0.7322 0.2105 -0.5143
*
```

=====

Formula: H3S3
Source: the OMol25 dataset
Level of theory: the ωB97M-V functional and the def2-TZVPD basis

The calculation puts the total energy at -32555.524 eV. Its energy above the lowest of the compared OMol25 structures with the same formula, charge and spin is 7.2 kcal/mol. The value obtained for the strongest force on any atom is 0.949 eV/Å.

```
! RIJCOSX wB97M-V def2-TZVPD def2/J DEFGRID3
* xyz -1 1
S 0.8424 0.9015 -0.3418
S -2.2665 0.2661 0.6603
S 1.5171 -1.0944 -0.4212
H -0.5792 0.4598 -0.0351
H -2.2650 0.3353 1.9858
H 0.8461 -1.4076 -1.5393
*
```

=====

Formula: H40O20
Source: the OMol25 dataset
Level of theory: the ωB97M-V functional and the def2-TZVPD basis

The calculation puts the total energy at -41597.578 eV. Its energy above the lowest of the compared OMol25 structures with the same formula, charge and spin is 125.6 kcal/mol. The value obtained for the strongest force on any atom is 4.101 eV/Å.

```
! RIJCOSX wB97M-V def2-TZVPD def2/J DEFGRID3
* xyz 0 1
O 0.5235 2.7729 2.9156
O 3.2344 4.0455 0.4017
O -2.1888 -0.9084 -3.7566
O -1.3512 1.5908 1.6052
O -3.7827 0.4112 0.3963
O 1.5642 1.9787 0.1622
O -1.1026 4.1230 0.2574
O 2.2773 -1.8070 -3.9878
O -0.1281 0.0583 -0.6444
O 2.8774 -4.3008 -1.5047
O 1.7181 0.4445 -2.6564
O -1.1300 -4.9072 1.4569
O -4.1748 -1.8294 3.4046
O 5.2793 1.6043 1.4651
O 2.3676 -0.6895 0.6058
O -4.4625 1.6268 -1.8683
O -1.1155 3.4340 -2.8113
O -4.5320 -3.1244 -1.1475
O 3.7094 -4.2517 2.6560
O -0.3781 -0.4657 3.7491
H 2.5969 -2.3016 -3.2272
H 3.0661 -1.4661 -4.4213
H -0.9155 1.9013 0.8631
H -0.7852 -5.7273 1.1344
H 1.3113 2.3173 2.5942
H 0.3064 -0.1814 -1.4793
H 2.9373 -4.5226 3.1679
H 2.6090 4.2706 -0.2726
H -4.2082 -2.2597 -1.4123
H 3.0970 -4.1323 1.9122
H -4.6181 -2.3353 2.7290
H 5.7813 1.1228 2.1326
H 0.8741 2.1755 0.7849
H -4.1214 -0.8876 3.2529
H -0.3036 4.5193 0.6053
H -5.0443 1.6375 -1.1053
H -2.9029 0.0998 0.1631
H -1.6082 2.2416 2.2417
H 2.5583 -1.1203 -0.2328
H 1.6590 1.0099 0.2008
H -0.9008 3.8819 -1.9971
H -1.3315 4.1631 -3.3846
H 2.1013 -4.0290 -1.9956
H 2.6819 -4.9769 -0.8736
H -1.8849 4.5986 0.5044
H 5.9688 1.8553 0.8486
H 2.5224 0.2568 -3.1305
H -4.2430 -3.7266 -1.8134
H -0.4974 0.8983 -0.9118
H -1.0576 -0.2561 3.0853
H -4.3675 0.6868 -2.0331
H -3.6338 1.2189 0.8885
H 0.6089 2.6864 3.8665
H -1.3084 -0.9556 -4.1506
H 3.1763 -0.2193 0.8526
H 0.2596 0.2112 3.5031
H -1.9732 -4.9180 1.8584
H 1.9332 0.7464 -1.7680
H -2.6425 -1.4530 -4.4140
H 3.0941 3.1636 0.7345
*
```

=====

Formula: H44O22Rb
Source: the OMol25 dataset
Level of theory: the ωB97M-V functional and the def2-TZVPD basis

The calculation puts the total energy at -46413.264 eV. The value obtained for the strongest force on any atom is 1.260 eV/Å.

```
! RIJCOSX wB97M-V def2-TZVPD def2/J DEFGRID3
* xyz 1 1
Rb -0.3035 0.3772 0.1146
O 3.3614 -2.1959 -1.8817
O 1.2369 -2.0747 0.8813
O -0.3179 -3.9362 2.5305
O -0.3710 4.7467 1.8350
O 2.8468 -0.6849 2.6979
O -2.1747 -4.8188 0.7192
O -0.6262 0.6881 3.1265
O -1.6360 3.3689 -1.2583
O -0.9395 -1.8456 4.1027
O -0.1883 2.8139 -4.3346
O -2.0265 -2.8007 -1.1669
O -3.7774 2.2645 -2.6256
O 1.6748 -0.4270 -2.7638
O 2.0572 3.9484 -0.0863
O -1.3672 0.4001 -3.0446
O 2.8657 1.8440 1.5215
O -3.2323 0.7728 0.9924
O 1.5398 2.6619 -2.2203
O 4.0129 1.0776 -1.1147
O 0.5515 -2.9945 -2.0062
O 1.8320 0.9223 4.9660
O -4.3398 -1.6794 -0.2829
H -3.8764 2.6884 -3.4781
H -4.5900 -2.4206 -0.8344
H -4.9682 -1.6946 0.4391
H -2.1905 3.6569 -0.5333
H -3.5713 1.3531 -2.8332
H 2.8194 1.1528 2.1821
H 2.2069 3.1376 0.4000
H 0.7790 -2.1469 -2.3884
H -0.9495 1.3266 3.7621
H -1.1188 4.6764 2.4283
H -3.6222 -0.0998 0.9396
H -2.3362 -2.9956 -2.0514
H -2.7698 -2.3737 -0.7409
H -0.2067 3.7495 -4.5357
H 0.3730 2.7454 -3.5623
H -2.1957 -4.0767 0.1149
H 0.9404 -2.3672 0.0195
H 3.5007 1.5223 0.8816
H 2.6941 0.6183 5.2500
H 1.8140 -0.4069 -3.7106
H -2.4150 -5.5732 0.1813
H 3.7497 -0.7174 2.3819
H -2.2468 2.9967 -1.8944
H 1.7144 1.7239 -2.1436
H -0.6355 -0.1452 3.5975
H 3.7058 -2.1418 -0.9902
H 3.3759 -3.1304 -2.0883
H -3.6247 1.1642 1.7728
H 2.3463 -1.1748 2.0455
H -1.2568 1.1712 -3.6009
H 3.9508 0.5350 -1.9008
H 1.6293 2.9965 -1.3279
H 4.8726 1.4936 -1.1774
H -0.7389 5.1031 1.0264
H -0.0536 -4.8353 2.7253
H -1.9401 -0.1787 -3.5477
H -0.6335 -2.6407 3.6664
H -0.4002 -2.9661 -1.9084
H 2.3430 -1.0287 -2.4357
H -0.7433 -1.9892 5.0285
H 1.8919 0.9561 4.0113
H 0.8369 -2.6912 1.4947
H 1.9985 4.6253 0.5880
H -1.1381 -4.0269 2.0454
*
```

=====

Formula: H46O23
Source: the OMol25 dataset
Level of theory: the ωB97M-V functional and the def2-TZVPD basis

The calculation puts the total energy at -47839.930 eV. Its energy above the lowest of the compared OMol25 structures with the same formula, charge and spin is 85.6 kcal/mol. The value obtained for the strongest force on any atom is 1.947 eV/Å.

```
! RIJCOSX wB97M-V def2-TZVPD def2/J DEFGRID3
* xyz 0 1
O -2.6340 2.2539 -5.0794
O 2.3380 2.2132 4.4733
O -4.5542 3.2943 -0.2065
O -2.7240 -3.3260 0.7687
O -1.5733 4.6491 0.7811
O -0.3751 -2.2085 0.1949
O 1.3995 -4.5918 -1.1228
O 0.3966 -4.6900 3.6699
O -1.2104 -0.5897 -1.7531
O 0.5317 2.7676 -1.8143
O 0.0398 0.3872 0.2456
O 3.4764 -1.9298 0.3216
O 3.0700 0.7335 -0.5137
O -0.2806 1.3973 -3.8976
O -0.1652 -1.2521 -5.3262
O -2.0271 2.1272 1.8993
O 3.3004 4.0054 2.2117
O 1.7397 -0.6864 -2.6593
O 5.0864 1.8331 1.0304
O -1.1403 -5.6506 1.6871
O -1.2456 -1.4174 5.0090
O -1.3327 -3.0429 -3.3866
O -0.1836 3.3888 4.1026
H 1.9265 -4.4363 -0.3390
H 2.1239 0.8727 -0.5549
H -1.6338 1.2794 1.6926
H -3.5049 -3.8795 0.7646
H 3.8858 -1.1678 -0.0883
H -0.7215 -1.6644 -0.5123
H 3.3755 0.8960 -1.4062
H 0.9649 -0.6008 -3.2149
H -0.3715 -4.6790 4.2410
H 0.6250 -4.0420 -1.0043
H -4.0490 2.5549 0.1317
H -0.5404 0.2354 -0.5005
H -1.6768 3.7092 0.6320
H 2.4780 -0.6099 -3.2637
H 0.0095 1.8625 -3.1129
H 0.2142 -0.9423 -6.1486
H -2.9666 3.0569 -4.6785
H 0.4564 2.8718 -0.8658
H -0.7051 -0.0391 -2.3512
H 2.1763 1.6607 5.2381
H 0.0949 -0.4622 0.6834
H 1.4757 2.5558 4.2381
H -0.8416 3.1250 4.7457
H -0.5694 3.1603 3.2569
H 3.8848 3.5113 1.6367
H -1.7248 4.7614 1.7195
H 1.0868 3.4961 -2.0925
H 4.5367 1.3881 0.3854
H -2.7926 1.9129 2.4326
H 0.3919 1.5876 -4.5517
H -1.2428 -3.9917 -3.4761
H -0.5191 -0.4644 -4.9134
H 0.6475 -3.7700 3.5874
H -1.7417 -4.9272 1.5105
H -4.9997 2.9471 -0.9793
H 2.5396 -1.7335 0.3110
H -1.2528 -0.5222 5.3478
H -1.6676 -1.2073 -2.3239
H -2.1415 -1.5669 4.7069
H -0.5671 -5.3224 2.3799
H -3.0460 -2.4550 0.5366
H -1.1425 -2.6557 0.5515
H 2.9991 3.3645 2.8557
H -1.8998 1.9941 -4.5229
H 5.9359 1.3972 0.9632
H -1.4427 -2.7267 -4.2833
*
```

=====

What is the strongest force on any atom in the tenth record? 1.947 eV/Å